C5H5N | ωB97M-V with the def2-TZVPD basis set

```
11
Properties=species:S:1:pos:R:3
C -1.45393 0.80128 -0.26764
C -0.22334 1.42901 0.25765
C -1.32034 -0.48729 -0.02696
C 0.11778 -1.07487 0.10578
C 1.44096 -0.10555 -0.16622
N 0.96654 1.06350 -0.03418
H -2.24121 1.28496 -0.66116
H -0.41260 2.29370 0.89469
H 0.20346 -1.83560 -0.68784
H 0.17141 -1.25569 1.16730
H 2.38705 -0.43098 -0.71338
```

Properties
Total charge: 0
Largest force on an atom (hartree/bohr): 0.0714
Energy above the lowest of the compared OMol25 structures with the same formula, charge and spin (kJ/mol): 515.0